Record 1
ORCA calculation (wB97M-V/def2-TZVPD) on 12 unconnected molecules or ions with the total composition H24O12.

## Properties
Frontier orbital gap (alpha / beta) ... 3.542 / 10.404 eV
ΔE to the lowest compared entry with this formula, charge and spin ... 67.60 kJ/mol
Max |F| ... 1.871 eV Å⁻¹
HOMO (alpha / beta) ... -0.69 / -7.60 eV
Total energy ... -24960.130 eV
⟨S²⟩ ... 0.7504
Net charge ... -1
2S+1 ... 2

Each line ends with the Mulliken charge.
CARTESIAN COORDINATES (ANGSTROEM)
O  -2.860396  0.213466  -2.133286  -1.0873
H  -3.485251  0.553774  -2.773579  0.3032
H  -2.872674  0.853997  -1.422098  0.2379
O  -2.427150  2.506799  -0.489630  0.6942
H  -2.274721  3.108016  0.239432  -0.3387
H  -2.891427  3.032415  -1.141092  -0.0797
O  -1.737411  -2.210496  -1.382607  -0.6731
H  -1.192691  -2.396422  -2.147425  0.3046
H  -2.232249  -1.427789  -1.624954  0.3686
O  1.547404  -0.188540  -2.710148  -0.6121
H  1.082163  0.630380  -2.539431  0.3778
H  2.321504  0.074506  -3.207957  0.2685
O  2.821323  -1.899692  1.992404  -0.6488
H  2.135657  -2.028676  1.337085  0.2342
H  3.139255  -1.010611  1.835305  0.3559
O  2.497709  0.652702  0.496202  -0.7065
H  1.675656  0.341027  0.117637  0.2948
H  2.285148  1.514152  0.855320  0.2649
O  1.315824  1.394221  2.858287  -0.5158
H  1.720731  0.897061  3.568997  0.3254
H  0.410283  1.084916  2.834622  0.2915
O  2.730419  -2.919909  -0.920744  -0.5875
H  1.782494  -2.917949  -0.787848  0.2894
H  2.941209  -3.829311  -1.132363  0.2799
O  -0.182577  -0.415644  0.325797  -0.2857
H  -0.241627  -0.719898  -0.579832  0.0833
H  -0.886583  0.227517  0.409262  0.2734
O  -0.928346  -2.111125  2.487942  -0.6764
H  -0.841707  -1.360178  1.900727  0.3280
H  -0.259106  -2.727218  2.190001  0.2947
O  -1.664956  1.171930  2.027332  -0.7660
H  -1.921455  2.050329  1.746528  0.1865
H  -1.430381  1.273784  2.949743  0.2379
O  0.046180  1.880659  -1.948268  -0.7720
H  -0.785537  2.140730  -1.552221  0.1185
H  0.663289  2.561076  -1.679139  0.3365

Forces on the atoms, in the same order (eV/Å):
O 0.0 -0.5 -0.4
H -0.1 0.0 -0.2
H 0.0 0.5 0.7
O 0.5 -1.7 -0.7
H 0.1 1.1 0.9
H -0.6 0.8 -0.6
O 0.4 -0.8 0.3
H 0.1 0.0 -0.3
H -0.4 0.6 -0.3
O 0.3 -0.7 -0.3
H -0.7 0.4 0.2
H 0.2 -0.1 0.0
O 0.1 -0.6 0.7
H 0.0 0.2 -0.2
H -0.2 0.5 -0.4
O 1.1 0.1 -0.4
H -0.6 -0.2 0.0
H -0.2 0.0 0.4
O 0.1 0.6 0.4
H 0.2 -0.2 0.1
H -0.2 -0.2 -0.4
O 0.2 0.1 -0.1
H -0.3 0.1 -0.1
H 0.1 -0.2 0.0
O 0.6 -0.1 0.0
H -0.2 -0.4 -0.4
H -0.3 0.5 0.3
O -0.3 -0.4 0.8
H 0.1 0.3 -0.6
H 0.1 0.0 -0.1
O 0.2 -0.7 0.1
H -0.2 0.6 -0.2
H -0.2 0.0 0.4
O 0.5 0.0 -0.4
H -0.8 0.1 0.4
H 0.1 0.3 0.2

Record 2
ORCA calculation (wB97M-V/def2-TZVPD) on 2 unconnected molecules or ions with the total composition C9H15N3OS.

## Properties
Frontier orbital gap (alpha / beta) ... 7.960 / 6.912 eV
ΔE to the lowest compared entry with this formula, charge and spin ... 349.78 kJ/mol
Max |F| ... 2.898 eV Å⁻¹
HOMO (alpha / beta) ... -7.42 / -7.10 eV
Total energy ... -26926.229 eV
Net charge ... 0

Each line ends with the Mulliken charge.
CARTESIAN COORDINATES (ANGSTROEM)
C  -3.621429  -2.245490  0.514181  -0.2417
C  -2.868789  -0.995399  -0.977680  0.1078
C  0.371846  -1.162537  -0.655790  0.0215
C  1.825064  -0.881797  1.257595  -1.5369
C  2.039865  0.590856  -0.767008  -1.5806
C  2.713019  -1.846548  -0.903203  -1.6909
C  -2.917297  2.689101  -0.394843  -0.9233
C  -1.542039  0.449981  0.500993  -0.5356
C  1.740671  -0.832190  -0.275438  1.9333
N  -3.645923  -2.043981  -0.813409  -0.6717
N  -2.886626  -1.379307  1.182414  -1.1056
N  -2.415030  -0.562146  0.228623  0.7827
O  -0.334711  -1.872838  -1.257225  -0.3969
S  -1.356783  1.751331  -0.639109  -0.0721
H  -4.152081  -3.037778  0.997210  0.4312
H  -2.650806  -0.504363  -1.902493  0.4647
H  2.813346  -0.557266  1.573289  0.4278
H  1.082282  -0.223277  1.697601  0.2844
H  1.661359  -1.891501  1.620563  0.4170
H  2.051266  0.632743  -1.852986  0.3737
H  1.283605  1.283793  -0.407540  0.3090
H  3.010251  0.899811  -0.392211  0.4379
H  2.510732  -2.849094  -0.535080  0.3994
H  3.731622  -1.578553  -0.638369  0.4127
H  2.620991  -1.849054  -1.985490  0.3899
H  -2.935402  3.470374  -1.146671  0.3591
H  -2.920714  3.115999  0.603136  0.2672
H  -3.758071  2.014898  -0.530144  0.2912
H  -1.281713  0.593428  1.534963  0.6448

Forces on the atoms, in the same order (eV/Å):
C 0.4 0.4 0.1
C -0.4 0.0 0.3
C -2.7 0.9 0.5
C -0.1 0.0 -0.2
C -0.3 -0.1 0.0
C -0.1 0.1 0.1
C 0.4 -0.4 0.1
C 1.8 0.1 -0.6
C 1.3 -0.2 0.0
N -0.1 0.0 -0.6
N -0.1 -0.3 0.8
N -0.9 -0.6 -0.8
O 1.1 0.0 0.1
S -0.3 0.2 0.0
H -0.1 -0.2 0.2
H 0.1 0.1 -0.1
H 0.1 0.0 0.0
H -0.1 0.1 0.1
H -0.1 -0.1 0.1
H 0.0 0.0 -0.1
H 0.0 0.1 0.1
H 0.2 0.0 0.0
H 0.0 -0.1 0.0
H 0.2 0.0 0.0
H 0.0 0.0 -0.1
H 0.0 0.1 -0.1
H -0.1 0.1 0.0
H -0.1 0.1 0.0
H -0.2 -0.1 0.2